[1]
Below is 2 unconnected molecules or ions with the total composition C26H23F2NO2, with properties calculated with ωB97M-V with the def2-TZVPD basis set.

Each line ends with the natural charge from an NBO analysis.
Element x y z (Å)
F 4.2914 2.2929 5.1747  -0.33
F -3.6939 3.4573 3.6167  -0.33
O 0.9525 -6.2584 1.1439  -0.59
O -0.2867 -4.6408 2.1688  -0.51
N 2.9581 -4.3444 0.8566  -0.40
C 1.6031 1.0829 2.9800  -0.08
C 6.5203 -3.5173 0.6260  -0.18
C -0.0884 -0.3701 4.0711  -0.24
C 2.1796 1.3855 1.7185  -0.19
C 4.1794 2.2531 2.7978  -0.28
C -5.0247 0.0735 3.9479  -0.20
C -3.8535 -0.6619 4.0778  -0.18
C -2.5743 -0.0210 4.0749  -0.07
C 7.7215 -3.8983 0.0406  -0.22
C 0.8020 -5.1022 1.4994  0.70
C 7.7395 -4.9227 -0.9171  -0.20
C 4.0816 -3.7018 0.8806  0.09
C 5.3369 -5.2200 -0.6672  -0.16
C 3.4538 1.9396 1.6376  -0.19
C 0.2904 0.5083 3.0725  -0.15
C -2.5437 1.3865 3.8465  -0.26
C -2.3432 -5.0883 3.3069  -0.62
C 2.3575 1.3501 4.1557  -0.27
C -1.1066 -5.7063 2.6926  -0.08
C 3.6013 1.9562 4.0309  0.40
C 5.3091 -4.1601 0.2680  -0.10
C -4.9902 1.4727 3.8104  -0.27
C 1.7951 -4.0201 1.2995  -0.05
C -3.7399 2.0885 3.7647  0.40
C 6.5508 -5.5814 -1.2656  -0.22
C -1.3997 -0.7842 4.3225  -0.13
H -0.5244 -6.2510 3.4522  0.18
H -2.8533 -5.8298 3.9294  0.22
H -1.5399 -1.7701 4.7680  0.21
H 1.6073 1.1514 0.8171  0.22
H 8.6843 -5.2014 -1.3876  0.22
H -1.3777 -6.3930 1.8792  0.20
H -3.0461 -4.7792 2.5237  0.21
H -1.5905 1.9043 3.7451  0.24
H 0.7054 -0.8585 4.6474  0.22
H 5.1679 2.7043 2.7470  0.24
H 1.4733 -3.0070 1.5852  0.17
H 6.4795 -2.7197 1.3701  0.21
H -3.8841 -1.7519 4.1616  0.22
H -5.9870 -0.4415 3.9433  0.22
H -2.1159 -4.2118 3.9247  0.21
H 3.8949 2.1323 0.6600  0.22
H 6.5745 -6.3748 -2.0155  0.22
H 1.9442 1.1155 5.1375  0.24
H 8.6423 -3.3899 0.3274  0.22
H -0.4152 0.7469 2.2710  0.22
H 4.4069 -5.7326 -0.9243  0.24
H -5.8996 2.0589 3.7164  0.24
H 4.1448 -2.7569 1.4498  0.15

Forces on atoms 1 to 6 (eV/Å):
F -0.56 -0.36 -0.95
F 0.01 -1.15 0.08
O -0.33 0.92 0.50
O 0.13 -0.56 0.02
N 0.75 -1.32 -0.81
C 0.88 0.15 -0.01

## Properties
Frontier orbital gap, Eh: 0.079
Energy relative to the best compared isomer or geometry (same formula, charge and spin), kJ/mol: 206.4
Electronic energy, Eh: -1409.3510


[2]
Below is a molecular structure, C26H23MoN4O5S3, with properties calculated with ωB97M-V with the def2-TZVPD basis set.

Each line ends with the natural charge from an NBO analysis.
Element x y z (Å)
Mo -0.6520 -0.8999 1.4321  1.11
S 2.1098 4.5187 -2.7744  2.42
S -0.3446 -0.7997 3.8869  -0.04
S 2.6988 -0.8117 4.4389  0.45
O 1.1625 4.2756 -3.8490  -1.01
O -0.3748 -0.5584 -0.8743  -0.92
O 3.3889 3.8441 -2.9288  -1.02
O -0.5914 -3.0145 1.7733  -0.52
O 2.1823 5.8935 -2.3219  -1.00
N -0.7208 1.3521 1.5061  -0.80
N -6.4976 1.8560 -3.7103  -0.30
N -0.2156 -3.2118 0.4941  0.00
N 1.5771 -0.9309 2.1243  -0.61
C 1.3111 -0.8731 3.4106  -0.08
C 1.0895 -3.3645 0.1905  0.05
C 0.0009 2.1621 0.5173  0.06
C 4.9407 -0.8232 0.5588  -0.18
C -4.2794 -0.1930 -1.9474  -0.14
C -3.5654 -0.1344 0.3756  0.11
C 0.5215 -3.8766 -2.0749  -0.15
C -2.8240 -0.7192 1.5398  -0.83
C -4.3518 1.0092 0.5397  -0.26
C 5.1141 -0.7559 2.9700  -0.20
C -5.8629 1.4596 -2.8385  0.27
C -3.5433 -0.7110 -0.8985  -0.27
C -0.8159 -3.8696 -1.7026  -0.24
C 1.8648 2.4428 -0.9684  -0.21
C 3.5620 -0.9059 0.6239  -0.26
C 5.7115 -0.7452 1.7225  -0.21
C 3.7273 -0.8356 3.0326  -0.24
C -0.5150 3.3866 0.1141  -0.24
C 1.3376 3.6495 -1.4045  -0.28
C 1.4787 -3.6441 -1.1011  -0.21
C -5.0678 0.9392 -1.7519  -0.19
C -5.0941 1.5434 -0.5013  -0.14
C 1.1931 1.6987 -0.0079  -0.23
C -1.1579 -3.5699 -0.4033  0.03
C 0.1486 4.1215 -0.8540  -0.17
C 2.9499 -0.9011 1.8754  0.18
H 2.7983 2.1059 -1.4020  0.25
H -5.7100 2.4187 -0.3439  0.23
H -0.2475 5.0685 -1.1983  0.25
H -0.4298 0.3738 -1.1438  0.54
H 1.7639 -3.2481 1.0245  0.26
H -2.9461 -1.5996 -1.0676  0.19
H 6.7866 -0.6563 1.6477  0.23
H -3.1755 -1.7455 1.7113  0.22
H 2.5351 -3.7116 -1.3191  0.25
H 2.9624 -0.9434 -0.2785  0.22
H -0.4598 -1.1004 -1.6657  0.51
H -1.4456 3.7508 0.5376  0.21
H -3.0858 -0.1645 2.4467  0.21
H 0.8113 -4.1052 -3.0915  0.25
H -1.6960 1.6409 1.5038  0.41
H -2.1576 -3.6197 0.0024  0.26
H 5.7089 -0.6870 3.8712  0.23
H 1.5899 0.7533 0.3287  0.19
H -1.5993 -4.1307 -2.4003  0.25
H -4.3985 1.4806 1.5156  0.21
H -4.2570 -0.6617 -2.9227  0.22
H 5.4283 -0.7998 -0.4070  0.23
H -0.3727 1.5777 2.4373  0.41

Forces on atoms 1 to 6 (eV/Å):
Mo -0.05 1.31 0.88
S 0.18 0.07 -0.11
S -0.01 -0.09 0.03
S 0.03 0.00 0.10
O -0.03 -0.02 0.00
O -0.08 -0.18 0.31

## Properties
Frontier orbital gap (alpha / beta), Eh: 0.204 / 0.196
Energy relative to the best compared isomer or geometry (same formula, charge and spin), kJ/mol: 97.7
2S+1: 4
Electronic energy, Eh: -2862.5011


[3]
Below is a molecular structure, C26H23N3OPSTl, with properties calculated with ωB97M-V with the def2-TZVPD basis set.

Each line ends with the Mulliken charge.
Element x y z (Å)
Tl -1.8048 -0.3822 0.5619  0.90
S -3.5292 -1.8803 1.6513  -0.29
P 0.2541 -0.7887 -1.0999  1.37
O 0.3449 -1.4199 1.8033  -0.35
N 0.5817 -1.9576 0.5719  -0.17
N -1.3199 -3.4942 2.4309  -0.57
N -1.8346 1.1029 2.2991  -0.23
C 1.0763 -3.7721 -3.7993  -0.90
C 1.5214 -4.7878 -2.9735  -0.62
C -0.6843 2.3898 3.9371  -1.02
C -1.8868 2.8156 4.4992  1.15
C 2.9346 -0.2628 -0.6286  -0.33
C -0.0611 1.4512 -4.4445  -0.82
C -1.8471 0.5490 -2.5297  -0.51
C 1.3859 1.5364 -0.1552  -0.32
C 1.6346 0.2366 -0.5930  0.70
C -1.4045 1.7948 -4.5301  -0.58
C -2.3000 1.3433 -3.5752  -0.94
C -0.5142 0.1954 -2.4340  1.07
C -3.0641 2.3501 3.9112  -0.85
C 1.5319 -4.6151 -1.5900  -1.04
C 1.1219 -3.4037 -1.0718  -0.04
C -2.2533 -2.8823 2.1307  0.59
C 2.4414 2.3293 0.2639  -0.82
C 3.7387 1.8333 0.2285  -0.54
C -0.6930 1.5462 2.8483  0.01
C -1.9264 3.7238 5.6855  -1.44
C 0.7083 -2.3445 -1.9027  0.76
C 3.9867 0.5457 -0.2273  -0.82
C 0.6554 -2.5492 -3.2721  -0.72
C 1.0143 -3.1321 0.3568  -0.39
C -3.0027 1.5036 2.8305  -0.15
C 0.3901 0.6573 -3.4034  -0.43
H 0.2880 -1.7830 -3.9382  0.50
H 0.2616 2.7130 4.3490  0.40
H 1.8423 -5.7287 -3.3988  0.44
H -2.5777 0.1871 -1.8069  0.26
H 0.6414 1.8133 -5.1831  0.45
H 1.2462 -3.8431 1.1441  0.51
H 3.1328 -1.2678 -0.9823  0.45
H 2.2547 3.3387 0.6053  0.51
H 0.0975 -2.1671 2.3991  0.41
H -2.6081 4.5555 5.5087  0.38
H 1.0400 -3.9255 -4.8690  0.47
H -3.3474 1.6022 -3.6431  0.45
H 0.2319 1.2098 2.3971  0.50
H 5.0005 0.1737 -0.2793  0.48
H -4.0305 2.6438 4.2984  0.44
H 1.4460 0.4233 -3.3369  0.53
H 1.8404 -5.4186 -0.9343  0.51
H -2.2983 3.1793 6.5555  0.34
H -0.9422 4.1188 5.9241  0.37
H -1.7504 2.4223 -5.3401  0.44
H -3.9073 1.1215 2.3746  0.42
H 0.3797 1.9421 -0.1704  0.65
H 4.5626 2.4573 0.5468  0.44

Forces on atoms 1 to 6 (eV/Å):
Tl 0.49 -0.26 0.15
S -0.09 -0.19 -0.05
P -0.92 0.31 -0.05
O 0.18 -0.04 0.04
N 0.37 -0.24 0.15
N 0.03 -0.01 0.00

## Properties
Net charge: +2
Frontier orbital gap, Eh: 0.258
Energy relative to the best compared isomer or geometry (same formula, charge and spin), kJ/mol: 97.5
Electronic energy, Eh: -2155.4935


[4]
Below is a molecular structure, C26H23N8O3Pt, with properties calculated with ωB97M-V with the def2-TZVPD basis set.

Each line ends with the natural charge from an NBO analysis.
Element x y z (Å)
Pt -1.5044 0.7738 -0.6561  0.98
O 0.3727 -2.5734 1.5107  -0.58
O -3.1684 -0.0978 0.2724  -0.72
O -3.9496 -3.3370 3.3059  -0.56
N -3.5193 -1.7218 1.8027  -0.66
N -1.4976 2.4677 0.4527  -0.39
N -0.0546 -2.2852 -4.0423  -0.32
N -1.0760 -0.5518 -2.1652  -0.40
N 0.1355 1.5637 -1.3186  -0.41
N -1.3888 -1.3287 0.8572  -0.73
N 6.5640 3.8497 -2.9021  -0.37
N -1.1141 4.7970 1.8696  -0.32
C -1.0914 -3.1038 3.9662  -0.36
C 4.0048 2.9251 -2.2615  -0.08
C -2.6588 -1.0555 0.9787  0.76
C -2.1517 -4.8289 0.6232  -0.62
C -1.6179 -4.6504 2.0407  -0.37
C -0.3539 3.1803 0.3048  0.13
C 0.6047 2.6421 -0.6804  0.19
C 4.9988 2.0533 -2.6918  -0.24
C 2.6477 2.4384 -1.9229  0.15
C 0.6454 -1.2326 -3.6298  0.04
C -3.1348 -2.7880 2.6104  0.72
C 0.1514 -0.3432 -2.6935  0.11
C 4.3300 4.2733 -2.1612  -0.24
C -2.4336 2.9126 1.2766  0.04
C 1.8700 3.1107 -0.9764  -0.21
C 5.6126 4.6827 -2.4942  0.05
C -1.6747 -3.1920 2.5432  -0.28
C -1.1118 -1.6897 4.5366  -0.62
C -0.1853 4.3435 1.0320  0.04
C -2.2298 4.0955 1.9844  0.04
C -0.8105 -2.3366 1.6057  0.70
C -1.2602 -2.4609 -3.5244  0.03
C -1.7838 -1.5944 -2.5680  0.05
C 2.1299 1.2922 -2.5310  -0.23
C 6.2538 2.5608 -2.9937  0.06
C 0.8589 0.8613 -2.2017  0.28
H -2.1341 -1.3202 4.6483  0.20
H -2.7568 -1.7366 -2.1182  0.24
H 0.7190 4.9317 0.9418  0.22
H 5.8834 5.7300 -2.4335  0.21
H -0.6483 -1.6675 5.5221  0.23
H 3.6004 5.0171 -1.8688  0.22
H -0.0684 -3.4764 3.9166  0.23
H 2.2692 3.9655 -0.4510  0.24
H -3.2099 -4.5636 0.5571  0.20
H 7.0458 1.8976 -3.3201  0.21
H -1.5926 -4.2155 -0.0888  0.19
H -4.4925 -1.4514 1.8230  0.43
H -0.5755 -4.9649 2.0927  0.23
H 2.7115 0.7538 -3.2645  0.24
H -1.6678 -3.7757 4.6030  0.23
H -2.9896 4.4701 2.6576  0.23
H -2.1928 -5.2613 2.7378  0.23
H -2.0560 -5.8673 0.3081  0.23
H 4.8346 0.9860 -2.7599  0.22
H 1.6298 -1.1028 -4.0612  0.22
H -1.8323 -3.3138 -3.8651  0.23
H -3.3282 2.3111 1.3673  0.25
H -0.5582 -0.9980 3.8969  0.20

Forces on atoms 1 to 6 (eV/Å):
Pt -0.39 0.41 -0.15
O 0.02 0.03 -0.01
O 0.37 0.14 -0.20
O 0.02 0.00 0.00
N -0.05 0.03 -0.02
N 0.12 -0.29 0.07

## Properties
Net charge: +1
Frontier orbital gap, Eh: 0.249
Electronic energy, Eh: -1787.5560


electronic energy of number 1 (C26H23F2NO2)?
-1409.3510 Eh